# 1
C58H51F2GeIMnNOP3 | ωB97M-V with the def2-TZVPD basis set

## Properties
E   -193750.0313 eV
Lowest unoccupied orbital energy (spin up / spin down)   0.3290 / 0.3243 eV
HOMO energy (spin up / spin down)   -7.02 / -7.28 eV
Frontier orbital gap (spin up / spin down)   7.352 / 7.602 eV
Energy relative to the best compared isomer or geometry (same formula, charge and spin)   112.4 kJ/mol
Largest force on an atom   3.6 eV/Å

The geometry in ORCA input format:
```
! wB97M-V def2-TZVPD RIJCOSX def2/J DEFGRID3
* xyz 0 6
C 0.15 -2.83 3.57
C -3.14 -2.82 -0.01
C -3.45 3.52 3.50
H -0.83 5.27 0.49
H -3.20 2.20 5.14
C -1.69 -5.31 1.97
C -5.73 0.97 -2.13
H 3.62 -2.60 -3.77
P 2.52 0.36 -0.61
C -5.08 -1.94 1.02
H -2.44 8.31 -2.00
C -1.52 5.59 -0.27
C 6.53 -0.68 -0.26
C -2.87 2.43 4.12
H 4.54 3.95 2.16
C -2.31 4.59 -0.85
C 2.98 1.45 -2.00
C 0.19 -0.68 2.55
H -0.32 2.18 -3.06
C 3.47 0.92 -3.17
H 2.27 4.61 3.27
H 0.95 -3.01 5.54
H 1.24 -4.81 0.44
H 4.41 -4.21 -3.55
C 0.53 -6.70 1.05
C -1.70 1.79 2.11
C -2.50 7.25 -1.68
C -4.51 -2.64 -0.04
H 1.38 -7.20 0.67
C 2.37 3.85 2.49
C -4.53 0.98 -2.79
H 4.96 -3.35 1.29
C 4.10 -0.49 -0.41
C 2.58 1.63 0.73
C -2.31 -2.49 1.08
I -1.02 1.38 -5.56
H -3.64 4.12 -2.46
C 5.39 -0.03 -0.72
C -3.47 2.12 -0.99
C -0.65 -4.60 1.40
H -4.51 0.52 -3.82
C -2.31 2.88 1.47
H 5.61 0.83 -1.37
H -1.13 7.70 -0.07
H -3.86 6.44 -3.17
H -4.13 4.26 4.04
C 6.42 -1.88 0.42
C 1.30 2.94 2.25
H -4.79 2.66 0.64
H -6.11 -1.81 1.05
H -2.50 -7.20 2.48
H 0.98 1.48 -3.87
H -0.01 -3.89 3.47
C 3.86 -3.43 -3.04
C -0.02 -2.06 2.45
H 2.87 -5.44 -1.03
H 0.61 -3.53 -2.08
C -2.95 -1.87 2.20
C -1.99 1.58 3.47
C 0.70 -0.18 3.77
C 1.34 1.88 1.31
C -4.74 2.15 -0.32
H -2.41 -1.58 3.10
F -0.74 -0.10 -0.19
C -3.30 6.22 -2.29
H 3.33 3.62 -5.28
C 2.70 3.51 -3.23
H -5.13 -2.99 -0.84
H 3.09 -2.08 0.55
C -5.83 1.52 -0.88
H 3.72 -0.16 -3.16
H 2.10 3.22 -1.17
C 2.53 2.77 -2.10
N 2.61 -3.96 -2.52
C -3.38 1.47 -2.21
H 7.53 -0.33 -0.55
C 5.17 -2.45 0.66
H -4.77 -1.26 3.06
H 1.41 -0.59 5.75
C -3.17 3.74 2.17
H -1.66 0.77 4.08
C 3.66 2.48 1.00
H 4.13 1.11 -5.16
H 0.91 0.91 3.86
H -2.60 -3.30 -0.83
H 2.47 4.57 -3.20
H 0.44 3.08 2.91
C -1.70 -6.69 2.04
F -1.27 -2.16 -2.23
C 2.49 -5.36 -2.12
H -6.76 1.54 -0.30
P -1.96 2.86 -0.33
H -6.59 0.51 -2.66
H 4.63 2.16 0.61
H 1.45 -5.70 -2.18
C 0.41 -5.35 0.90
C 0.73 -2.34 4.74
O 1.70 -1.88 -2.63
C 3.23 2.93 -4.41
H -2.46 1.36 -2.72
C -1.61 6.89 -0.62
H -2.56 -4.74 2.39
C 1.59 -3.10 -2.43
C 3.69 1.60 -4.35
P -0.60 -2.81 0.90
C 4.05 -1.75 0.22
H 3.07 -5.99 -2.77
C -4.33 -1.67 2.18
C -0.05 1.29 -3.62
Mn -0.18 -0.62 -2.34
H -0.64 -8.45 1.66
C 0.99 -0.99 4.85
C 3.60 3.56 1.85
H 7.36 -2.34 0.77
H -3.52 4.68 1.70
H 4.54 -3.05 -2.25
C -3.17 4.91 -1.85
C -0.59 -7.37 1.60
Ge -0.25 0.77 1.36
*
```

# 2
C58H51MoN9P3S4Te | ωB97M-V with the def2-TZVPD basis set

## Properties
E   -154733.9126 eV
Lowest unoccupied orbital energy (spin up / spin down)   -4.6584 / -4.7123 eV
HOMO energy (spin up / spin down)   -9.56 / -9.54 eV
Frontier orbital gap (spin up / spin down)   4.898 / 4.826 eV
Energy relative to the best compared isomer or geometry (same formula, charge and spin)   41.4 kJ/mol
Largest force on an atom   3.4 eV/Å

The geometry in ORCA input format:
```
! wB97M-V def2-TZVPD RIJCOSX def2/J DEFGRID3
* xyz 1 1
C -3.73 1.29 -0.46
Mo 0.01 0.06 -0.03
C -7.25 -4.07 -2.88
H -6.15 0.11 2.29
H -3.44 -0.79 7.62
N -3.60 -3.23 -1.11
H 4.13 -0.01 -3.51
C -0.68 -3.19 1.97
C -3.42 0.05 6.94
N -2.39 -3.33 -1.61
H 3.20 5.07 -2.93
H 0.59 3.45 1.60
H 1.74 5.15 -1.93
C -4.78 -3.58 -1.72
C -2.06 -0.62 -5.03
C -1.11 0.88 2.73
C 1.83 -1.77 -1.79
H 2.21 2.87 -8.12
C 0.49 3.36 -6.95
H -0.88 -1.88 -3.75
C 3.09 0.08 4.82
H 3.53 -0.86 6.69
S -1.97 -1.16 -0.06
N 0.58 -1.61 -1.13
H 0.42 4.36 -7.33
C -1.55 3.39 1.37
H 5.18 1.84 -0.17
C -5.47 0.44 1.51
H 3.92 -4.22 -2.81
S -3.03 2.23 -3.98
C -1.98 -3.01 -5.19
C 2.86 -0.82 5.85
H -3.69 3.63 1.31
C 2.49 -0.69 -2.36
C -1.57 -1.84 -4.58
H -5.56 2.21 5.86
H -3.85 0.77 2.88
C -0.43 2.90 -6.02
N 0.84 2.45 -0.81
H -1.22 3.55 -5.66
H -3.03 1.62 -1.23
H -6.16 -4.52 -4.66
C 2.36 -3.05 -1.97
P -1.55 1.58 1.16
N -4.57 0.68 6.78
H -6.88 0.16 -0.07
Te -0.52 2.14 4.36
H 0.04 -2.29 4.68
C 0.67 0.75 -6.00
C 3.53 -3.22 -2.68
C 1.58 1.21 -6.92
H -1.60 -3.95 -4.84
H 2.39 0.86 2.96
C -6.09 -4.23 -3.62
N -0.22 -2.55 -1.49
H -5.32 0.92 -1.84
C -3.32 -1.74 -6.73
H 2.04 0.30 -2.33
H 5.09 -2.28 -3.82
H -3.99 -1.70 -7.58
C -1.47 6.13 1.83
H -3.93 -3.17 4.03
H -5.89 -3.10 0.05
S -0.40 0.65 -2.70
C 0.90 -1.62 4.71
H -1.33 -0.14 6.45
H -3.19 -5.24 2.91
H 0.67 5.90 1.90
H -3.16 -3.88 -6.75
C 1.76 -1.67 5.79
P -0.09 -0.53 2.34
C 4.19 -2.14 -3.23
C -5.01 0.91 -0.80
H -3.60 6.05 1.76
C -3.02 -3.17 3.46
C -4.85 -3.99 -3.05
H -1.43 7.20 1.99
H 1.84 -3.90 -1.55
C 3.06 1.70 -0.26
C 1.50 2.51 -7.40
H 2.36 0.55 -7.29
H 3.94 0.74 4.86
H 1.83 4.00 -3.27
C -5.95 -3.42 -0.97
C -2.27 -2.02 3.35
H -8.22 -4.26 -3.33
C -2.29 1.50 5.43
H 0.43 3.29 -0.39
C -2.68 5.49 1.68
C -0.33 4.04 1.56
C -0.34 1.60 -5.55
H 0.40 2.32 -1.75
N 4.23 3.25 -1.34
C -5.88 0.47 0.19
H -3.29 0.39 -6.46
N 2.21 2.56 -0.91
C 2.22 0.14 3.75
H -8.08 -3.54 -0.97
H -3.56 3.03 4.60
C 2.98 3.48 -1.58
H 0.73 -0.26 -5.62
C -2.25 0.41 6.29
C -1.48 -2.52 -1.14
C -2.60 -4.33 2.83
H 1.57 -2.37 6.59
H 0.24 -3.17 1.38
C -3.49 2.17 5.26
C -2.93 -0.57 -6.12
C -2.74 4.12 1.43
N 4.29 2.18 -0.52
C -1.10 -2.03 2.60
P -1.56 0.98 -4.33
H -3.70 -2.67 -0.26
C -1.43 -4.34 2.08
H -3.94 -4.09 -3.62
H -1.12 -5.24 1.58
H -2.58 -1.10 3.84
C -7.18 -3.67 -1.55
C -2.85 -2.96 -6.27
C 3.66 -0.87 -3.06
S 2.59 0.31 0.54
C -4.60 1.72 5.96
C 1.12 -0.72 3.68
C -4.18 0.81 1.85
C -3.31 1.24 0.86
C -0.28 5.40 1.77
C 2.40 4.49 -2.48
*
```

# 3
C58H56N7OPTaTe | ωB97M-V with the def2-TZVPD basis set

## Properties
E   -91642.8274 eV
Lowest unoccupied orbital energy   -9.3508 eV
HOMO energy   -14.92 eV
Frontier orbital gap   5.574 eV
Energy relative to the best compared isomer or geometry (same formula, charge and spin)   68.5 kJ/mol
Largest force on an atom   0.8 eV/Å

The geometry in ORCA input format:
```
! wB97M-V def2-TZVPD RIJCOSX def2/J DEFGRID3
* xyz 3 1
N -1.20 -0.80 -1.88
C 2.71 -5.27 2.09
H 5.31 1.14 -0.30
H -5.38 1.08 -0.44
C 0.51 -3.34 -5.83
H 1.77 2.24 4.25
C -4.51 -2.18 2.12
H 3.45 -1.78 3.12
H -0.82 2.90 -0.46
H -5.61 -0.07 3.13
H -4.08 -3.79 -3.86
H 3.47 -2.43 -3.19
C -2.73 0.27 4.76
C 0.31 3.57 5.09
Te 1.79 2.33 1.22
H -5.00 3.44 -1.01
H 4.59 -4.26 2.21
C 3.60 -4.26 1.77
H -1.02 -3.00 3.21
C 0.65 3.28 2.73
H 3.97 -2.52 0.59
C -1.90 -2.05 -1.94
C -2.41 -4.18 -0.94
H 0.14 -4.40 0.09
C -0.53 1.01 -2.97
H -4.23 -1.30 -0.28
C -2.11 -0.89 4.33
H 4.49 3.55 0.70
C -2.89 3.34 -0.67
C 3.52 6.37 -0.89
C -3.63 -0.74 0.46
H -0.58 4.51 1.44
C 0.64 -1.99 -6.15
N 0.77 -1.92 3.11
C -0.99 4.84 3.51
H 1.31 -4.06 -2.04
H 0.20 3.41 -5.24
H -2.89 -1.64 -3.81
C 0.44 1.26 -1.95
H 3.00 -6.05 2.78
C 1.46 -5.31 1.48
C -0.33 4.23 2.46
H 0.77 -6.11 1.70
H -3.79 -5.42 -2.02
H 3.94 7.28 -1.31
H 0.55 -1.66 -7.18
H -3.63 -2.81 1.96
C 5.57 -0.02 -2.09
C 0.98 2.95 4.04
C -1.74 -2.97 -0.92
H 1.49 6.91 -1.35
H 0.59 -4.77 -4.22
H 0.53 4.87 -0.39
C 1.55 -1.11 2.44
N 1.03 -1.45 -3.85
C 3.25 -3.27 0.86
H 1.00 -0.04 -5.35
H -5.33 -2.58 1.51
H 5.43 5.59 -0.29
C 0.26 2.81 -4.34
H 2.20 2.45 -1.61
H 6.51 0.44 -2.35
H -2.70 4.38 -0.88
H 1.11 -2.33 3.97
C -3.26 -4.48 -2.00
C 0.67 -3.73 -4.51
H -2.29 -4.89 -0.13
H -4.80 -2.26 3.17
C -5.34 0.06 2.08
H -2.68 -1.28 0.54
C 2.15 6.17 -0.90
H -2.18 -1.80 4.90
C -3.33 0.64 -0.05
H -5.10 1.11 1.93
Ta -0.07 0.20 -0.15
C 1.10 -4.32 0.57
C 2.91 -0.85 3.02
H 3.18 0.06 0.29
H -1.82 2.19 2.16
C -0.64 -2.10 2.73
H -1.08 -2.74 -0.10
O 1.16 -0.55 1.37
N -1.27 0.22 2.37
H -0.67 -2.26 1.66
H -6.23 -0.19 1.48
C 3.83 4.28 0.24
C -2.75 -2.35 -3.01
P 1.57 -2.02 -0.99
H 0.57 3.33 6.11
H 2.04 3.76 -3.61
H -1.41 1.52 -4.84
C -0.67 4.51 4.82
H 2.79 -0.42 4.02
H 3.48 -0.16 2.41
N 1.16 -3.08 -2.23
C 0.89 -1.09 -5.14
C 4.36 5.43 -0.32
C 3.84 -1.63 -2.56
C -2.62 1.40 3.97
C -3.42 -3.56 -3.03
H 5.59 -1.36 -3.76
C -4.37 1.48 -0.42
C -4.17 2.82 -0.73
C 3.68 -0.23 -0.62
N -4.20 -0.80 1.80
C -1.90 1.32 2.79
H -1.74 5.59 3.30
C 2.45 4.08 0.22
C 0.93 -2.74 -3.57
C -1.41 -0.87 3.14
H -3.30 0.29 5.69
C -2.01 1.12 -0.12
H 0.31 -4.08 -6.59
C 3.14 -1.23 -1.43
N -1.34 -0.10 -2.90
C -1.82 2.48 -0.41
H -3.08 2.34 4.24
C 1.37 2.24 -2.26
H -1.19 5.00 5.64
C 1.61 5.02 -0.35
C 5.05 -1.03 -2.88
C 1.99 -3.28 0.26
C -0.64 1.78 -4.12
C 1.29 3.00 -3.43
C 4.89 0.37 -0.94
*
```

# 4
C58H58F7NO2 | ωB97M-V with the def2-TZVPD basis set

## Properties
E   -85691.7591 eV
Lowest unoccupied orbital energy   -0.4980 eV
HOMO energy   -9.07 eV
Frontier orbital gap   8.569 eV
Energy relative to the best compared isomer or geometry (same formula, charge and spin)   0.0 kJ/mol
Largest force on an atom   2.3 eV/Å

The geometry in ORCA input format:
```
! wB97M-V def2-TZVPD RIJCOSX def2/J DEFGRID3
* xyz 0 1
F -3.39 0.57 4.11
C 1.21 -6.21 -6.39
H 1.88 -4.14 -0.53
F -1.43 -8.68 -6.54
C -5.93 7.10 -1.89
H 0.93 -8.08 -7.43
H -8.04 0.16 6.36
H -0.58 -3.76 2.03
H 0.00 2.07 -3.34
C 0.51 -7.36 -6.74
C -0.77 9.16 3.73
C -0.74 -7.57 -6.19
H 3.01 0.04 3.84
C 0.05 -3.43 0.33
H 7.07 -1.23 4.37
H 2.19 -6.03 -6.81
H -1.70 9.62 4.03
C 5.06 -0.49 4.22
N 0.14 -4.10 1.38
C 0.66 -5.31 -5.49
C -1.99 1.87 -1.60
C 6.47 4.48 5.10
H 1.02 -14.56 -6.57
C -5.95 0.56 6.66
C -4.40 6.47 -3.64
C 2.05 -0.08 -1.58
C 0.00 8.49 4.67
H -7.80 -0.20 3.93
H 2.56 -9.92 -7.27
C 0.42 -12.51 -6.84
C 0.86 8.65 2.03
H 0.14 -10.40 -7.13
C 4.69 -2.45 2.29
H 4.52 -3.21 1.54
C -0.51 1.94 -1.18
C -2.49 0.44 0.52
C 0.73 -2.00 -2.88
H 5.55 6.08 6.20
H 1.36 2.34 -2.16
H -6.05 0.72 7.72
O 0.74 -2.80 -3.75
H -3.19 1.65 2.12
H 3.34 5.81 5.07
H -0.21 1.17 -0.47
C 6.11 -1.33 3.88
H 4.91 2.57 2.77
C 3.83 -0.61 3.60
H -2.52 2.81 -1.47
C 1.22 -2.30 -1.49
C -4.70 0.67 6.06
C 1.87 -1.38 -0.85
C -3.66 5.73 -2.73
C -5.54 7.15 -3.22
F -3.35 4.97 -0.53
F 1.94 7.26 5.18
H -1.29 3.59 2.95
H -6.81 7.64 -1.56
F 2.47 -1.71 2.03
H -0.64 -12.72 -6.78
C 5.41 5.31 5.44
H 1.21 -4.42 -5.21
H -3.82 0.90 6.64
H -3.27 -0.23 0.89
C -0.34 9.24 2.41
H 2.57 7.53 2.69
H -2.77 5.20 -3.03
H -4.10 6.51 -4.68
C 3.14 -11.96 -6.98
C -1.07 1.55 2.29
C -2.81 0.73 -0.96
H 7.13 2.85 3.87
H -2.39 2.64 0.87
H -3.86 1.05 -0.99
C 3.67 -1.59 2.64
O 3.03 0.58 -1.50
C -6.94 0.05 4.52
C -4.59 0.47 4.70
H 0.34 2.91 3.23
C 6.30 3.50 4.14
C -7.06 0.25 5.89
C -2.36 1.70 1.42
H -1.02 -4.83 -4.25
H 5.20 0.27 4.98
C -0.49 2.98 2.53
H 2.24 -1.52 0.16
H -1.57 -0.15 0.54
H -0.66 -0.38 -3.64
C 0.86 0.32 -2.41
F 2.84 4.03 3.26
C 5.92 -2.31 2.91
C 0.86 -11.20 -7.04
C 2.22 -10.93 -7.11
H -2.29 -6.87 -4.90
C -5.69 0.16 3.92
H -0.31 2.94 -0.81
C 0.21 -0.60 -3.05
C 4.18 5.17 4.82
H 0.48 -4.33 -1.55
F 3.58 -14.25 -6.66
C 0.97 -3.65 -0.85
C 5.07 3.34 3.52
C -1.30 -6.68 -5.30
H -0.16 3.36 1.57
H -0.29 1.01 1.75
H -6.11 7.73 -3.93
C 1.34 -13.54 -6.71
H 6.74 -2.97 2.64
H -5.49 6.29 0.06
C 1.63 7.99 2.97
H -2.00 1.68 -2.68
H 1.18 8.71 1.00
C 2.69 -13.25 -6.78
H 7.43 4.60 5.59
H -0.71 -2.66 0.18
H -5.57 0.02 2.85
C 0.46 1.77 -2.41
H -2.78 -0.21 -1.52
C -0.59 -5.54 -4.95
H 4.21 -11.77 -7.02
C -4.07 5.69 -1.41
C 4.03 4.18 3.87
C 1.19 7.91 4.27
H -0.32 8.41 5.70
H -0.95 9.76 1.68
C -5.20 6.36 -0.98
H -1.26 1.05 3.23
*
```